Formula: C34H29Co2NO5P
Source: the Open Molecules 2025 dataset
Level of theory: ωB97M-V with the def2-TZVPD basis set

Results
Energy relative to the best compared isomer or geometry (same formula, charge and spin) in eV: 0.000
Charge: +1
E_tot in eV: -131988.9809

Each line ends with the Mulliken charge.
Element x y z (Å)
O1 1.2416 2.7668 2.2723  -0.3767
C1 0.9204 2.6360 1.1687  -0.0362
Co1 0.3264 2.6011 -0.5019  0.3329
C2 -0.5571 4.0483 -0.8545  0.1995
O2 -1.0972 5.0681 -0.9973  -0.3856
C3 1.7365 3.2097 -1.3362  0.3937
O3 2.6975 3.6019 -1.8312  -0.3451
C4 0.4720 0.8851 -1.3347  -1.4042
C5 1.1475 -0.0545 -0.5428  -0.4149
C6 2.4751 -0.4895 -0.3530  0.2074
C7 2.7577 -1.9538 -0.3069  0.6990
C8 3.8627 -2.4535 -0.9976  -0.5538
C9 4.2283 -3.7775 -0.8001  -0.7969
C10 3.4820 -4.5880 0.0676  -0.5790
C11 2.3170 -4.0990 0.6743  -1.0273
C12 1.9434 -2.7682 0.4795  0.2828
Co2 -0.4529 0.3199 0.1092  0.9113
C13 -0.3254 -0.4225 1.6523  0.0042
O4 -0.2982 -0.9091 2.7266  -0.4583
C14 -1.5817 1.6097 0.5599  0.4654
O5 -2.4908 2.1430 1.0859  -0.4873
P1 -1.9606 -0.8961 -0.8096  3.0630
C15 -2.4661 -2.2920 0.2493  -0.2013
C16 -2.2878 -3.6301 -0.1219  -0.6060
C17 -2.6184 -4.6450 0.7820  -0.7470
C18 -3.1385 -4.3217 2.0386  -0.6241
C19 -3.3371 -2.9843 2.3992  -0.8177
C20 -2.9980 -1.9673 1.5070  0.0653
C21 -3.5711 -0.0846 -1.1239  -0.7056
C22 -4.7947 -0.7230 -0.8683  -0.4653
C23 -5.9960 -0.0610 -1.1467  -0.7406
C24 -5.9754 1.2194 -1.7054  -0.6010
C25 -4.7583 1.8433 -1.9922  -0.8040
C26 -3.5563 1.2035 -1.6804  0.0449
C27 -1.6015 -1.7022 -2.4105  0.1274
C28 -2.4589 -1.5891 -3.5153  -0.8972
C29 -2.1779 -2.2996 -4.6852  -0.6530
C30 -1.0326 -3.0957 -4.7656  -0.7696
C31 -0.1354 -3.1506 -3.6899  -0.6608
C32 -0.4235 -2.4598 -2.5113  -0.4667
H1 0.4240 0.8653 -2.4179  0.7932
H2 3.2176 0.1206 -0.9046  0.8757
H3 4.3802 -1.8191 -1.7218  0.4669
H4 5.0976 -4.1740 -1.3301  0.4572
H5 3.8087 -5.6109 0.2566  0.4326
H6 1.6977 -4.7416 1.2972  0.5101
H7 1.0094 -2.3775 0.8851  0.3762
H8 -1.8864 -3.8789 -1.1041  0.4389
H9 -2.4594 -5.6846 0.4899  0.4377
H10 -3.3819 -5.1157 2.7452  0.3935
H11 -3.7431 -2.7198 3.3766  0.4261
H12 -3.1547 -0.9187 1.7782  0.4468
H13 -4.8144 -1.7226 -0.4300  0.4317
H14 -6.9395 -0.5611 -0.9171  0.4314
H15 -6.9138 1.7355 -1.9129  0.3930
H16 -4.7287 2.8345 -2.4447  0.4612
H17 -2.6054 1.7068 -1.8732  0.2321
H18 -3.3468 -0.9580 -3.4488  0.3772
H19 -2.8639 -2.2253 -5.5295  0.4340
H20 -0.8316 -3.6735 -5.6697  0.3811
H21 0.7860 -3.7335 -3.7555  0.4697
H22 0.2567 -2.5198 -1.6566  0.6453
C33 4.5889 0.3255 1.1718  -0.9105
N1 3.1412 0.0689 1.3545  0.2239
C34 2.9444 -0.2899 2.8042  -0.8641
H23 4.8607 0.2513 0.1180  0.2868
H24 4.7809 1.3414 1.5492  0.3753
H25 5.1913 -0.4034 1.7527  0.3776
H26 2.6639 0.9715 1.2419  0.0083
H27 1.9803 -0.7621 2.9791  0.2470
H28 3.7501 -0.9595 3.1598  0.3840
H29 2.9868 0.6629 3.3639  0.3885